[1]
The following is a DFT calculation (ωB97M-V/def2-TZVPD) of a structure of composition C4H15Li3N2O4.

Structure (XYZ):
```
28
Properties=species:S:1:pos:R:3:lowdin_charge:R:1
O -0.357 5.084 -0.976 -0.0482
O 0.631 0.259 -1.950 -0.0554
O 0.369 -2.304 2.428 -0.0124
O -0.784 2.757 2.453 -0.6424
N 1.179 -4.431 2.079 0.1540
N 2.014 -3.173 3.739 0.1436
C -0.237 0.841 -4.066 -0.0428
C -1.595 -0.245 -2.352 -0.0703
C 1.120 -3.219 2.720 -0.6923
C -0.208 -0.176 -2.951 -0.5395
Li 1.661 2.556 4.340 0.9185
Li -1.859 5.428 3.634 0.9328
Li -2.459 0.478 3.067 0.8988
H 0.728 0.773 -4.568 0.0852
H -1.033 0.619 -4.778 0.0887
H 1.776 -5.144 2.472 0.1017
H -0.350 1.819 -3.599 0.0809
H 2.551 -4.013 3.899 0.1047
H 1.960 -2.433 4.424 0.1039
H 0.261 -1.120 -3.229 0.1450
H 0.444 -4.736 1.456 0.1153
H -2.380 -0.504 -3.062 0.0818
H -1.628 -1.081 -1.653 0.0679
H 0.032 4.674 -0.203 0.0086
H -0.009 4.584 -1.714 0.0361
H -1.934 0.636 -1.807 0.0786
H 0.718 -0.460 -1.320 0.0889
H -0.613 2.530 1.518 -0.1317
```

Calculated total energy in hartree: -593.92739
Charge: +2
ΔE to the lowest compared entry with this formula, charge and spin in kcal/mol: 77.9
LUMO level in hartree: -0.283
HOMO level in eV: -13.75

***

[2]
The following is a DFT calculation (ωB97M-V/def2-TZVPD) of a structure of composition C4H15N2NaO4Pb.

Structure (XYZ):
```
27
Properties=species:S:1:pos:R:3:lowdin_charge:R:1
Pb -38.165 -38.793 25.389 1.7905
Na -39.474 -36.338 24.560 0.7167
O -34.808 -35.397 26.316 -0.1508
O -39.641 -35.239 29.336 -0.0382
O -38.649 -37.016 26.037 -0.7209
O -35.103 -37.348 23.499 0.0401
N -33.297 -36.398 24.314 0.2298
N -34.554 -37.474 25.600 0.1291
C -37.370 -36.431 26.230 -0.2710
C -38.927 -35.676 28.191 -0.1592
C -35.425 -34.163 26.450 -0.1177
C -34.297 -37.174 24.411 -0.8311
H -33.877 -37.612 26.337 0.1674
H -32.834 -36.332 25.209 0.1436
H -35.474 -37.872 25.724 0.0588
H -39.218 -35.673 30.080 0.0983
H -34.710 -33.352 26.315 0.1080
H -37.853 -35.580 28.351 0.0753
H -32.828 -36.214 23.439 0.1637
H -35.877 -34.158 27.442 0.0947
H -37.462 -35.378 25.964 0.0993
H -39.201 -35.336 27.192 0.0864
H -37.070 -36.606 27.264 0.1063
H -38.982 -36.761 28.101 0.0782
H -34.854 -35.708 25.409 0.0364
H -36.703 -36.958 25.548 -0.0058
H -36.263 -34.121 25.755 0.0718
```

Calculated total energy in hartree: -926.21351
Charge: +2
LUMO level in hartree: -0.389
HOMO level in eV: -16.04

***

[3]
The following is a DFT calculation (ωB97M-V/def2-TZVPD) of a cluster of 2 separate species, C4H15N2O in total.

Structure (XYZ):
```
22
Properties=species:S:1:pos:R:3:lowdin_charge:R:1
O 1.355 0.786 -4.296 -0.0672
N 0.895 -1.615 1.547 0.0066
N 0.046 0.480 0.085 0.0321
C -2.299 0.207 0.807 -0.0452
C -0.835 0.018 1.190 -0.3149
C -0.543 -1.535 1.228 -0.2148
C 1.015 1.550 0.424 -0.0020
H 1.661 1.833 -0.407 0.1058
H -2.515 -0.271 -0.160 0.0938
H -0.787 -1.902 0.211 0.1247
H 2.203 0.923 -4.746 0.0456
H -2.522 1.247 0.513 0.0935
H 0.741 2.574 0.717 0.1161
H 1.318 -2.386 1.018 0.0896
H -3.015 -0.057 1.575 0.0973
H 0.983 -2.160 2.409 0.0913
H -0.685 0.323 2.217 0.1563
H -0.543 0.840 -0.676 0.1795
H 0.882 0.386 -5.016 0.0228
H -1.195 -2.156 1.832 0.1257
H 1.576 1.175 1.270 0.0960
H 0.546 -0.291 -0.359 0.1676
```

Calculated total energy in hartree: -345.87745
Charge: +1
ΔE to the lowest compared entry with this formula, charge and spin in kcal/mol: 42.8
LUMO level in hartree: -0.104
HOMO level in eV: -14.42

***

[4]
The following is a DFT calculation (ωB97M-V/def2-TZVPD) of a cluster of 2 separate species, C4H15N2O in total.

Structure (XYZ):
```
22
Properties=species:S:1:pos:R:3:lowdin_charge:R:1
O -1.299 -0.187 -3.979 -0.0714
N 0.510 -0.860 -0.024 0.0373
N -0.888 -0.717 2.496 0.0247
C -1.091 0.272 1.483 -0.2480
C 0.220 0.459 0.727 -0.3196
C 0.311 1.664 -0.217 -0.0243
C 1.946 -1.132 0.062 -0.0081
H 2.167 -2.038 -0.517 0.1127
H 2.241 -1.377 1.073 0.1091
H 1.020 0.609 1.452 0.1409
H -1.299 1.273 1.843 0.1249
H 0.227 -0.774 -0.998 0.1689
H 1.190 2.280 -0.019 0.0932
H -1.628 -1.391 2.663 0.0930
H -0.091 -1.537 0.469 0.1648
H -2.185 0.171 -4.104 0.0384
H -0.600 2.265 -0.122 0.0904
H 2.493 -0.269 -0.313 0.1126
H 0.205 1.461 -1.288 0.0867
H -0.742 -0.309 3.411 0.0957
H -1.841 0.094 0.711 0.1374
H -0.865 0.042 -4.810 0.0408
```

Calculated total energy in hartree: -345.90550
Charge: +1
ΔE to the lowest compared entry with this formula, charge and spin in kcal/mol: 25.2
LUMO level in hartree: -0.098
HOMO level in eV: -13.87

***

[5]
The following is a DFT calculation (ωB97M-V/def2-TZVPD) of a cluster of 2 separate species, C4H15N2O in total.

Structure (XYZ):
```
22
Properties=species:S:1:pos:R:3:lowdin_charge:R:1
O -1.639 0.002 2.426 -0.0594
N 0.810 -2.504 0.412 0.0171
N 0.538 0.245 -0.546 0.0426
C -0.028 1.674 -0.509 -0.1722
C -0.454 -1.893 0.023 -0.2576
C -0.191 -0.942 -1.136 -0.1119
C 1.029 2.710 -0.574 -0.0797
H -0.926 -1.349 0.867 0.0919
H -2.124 0.660 2.931 0.0534
H 1.294 -2.898 -0.378 0.0791
H -0.863 1.712 -1.224 0.1311
H 0.768 -0.007 0.426 0.1607
H 0.352 -1.368 -1.989 0.1381
H 1.410 0.259 -1.073 0.1657
H -2.282 -0.678 2.190 0.0442
H -1.135 -2.647 -0.375 0.1188
H -1.119 -0.529 -1.581 0.1365
H 0.935 3.600 0.076 0.1026
H -0.563 1.722 0.458 0.1241
H 1.947 2.259 -0.129 0.0927
H 1.445 3.025 -1.549 0.0969
H 0.794 -3.053 1.254 0.0851
```

Calculated total energy in hartree: -345.89413
Charge: +1
ΔE to the lowest compared entry with this formula, charge and spin in kcal/mol: 32.4
LUMO level in hartree: -0.100
HOMO level in eV: -13.25

***

[6]
The following is a DFT calculation (ωB97M-V/def2-TZVPD) of a cluster of 2 separate species, C4H15N2O in total.

Structure (XYZ):
```
22
Properties=species:S:1:pos:R:3:lowdin_charge:R:1
O -0.624 -2.948 -1.393 -0.1215
N 0.024 -0.711 0.944 0.1727
N -2.107 -0.500 -0.383 -0.0440
C -1.098 0.552 -0.873 -0.1816
C -0.187 0.752 0.430 -0.2630
C 1.099 1.567 0.045 -0.1922
C 2.229 1.342 1.101 -0.0949
H -1.017 -1.009 0.787 0.1236
H 2.328 0.340 1.541 0.0600
H -0.520 0.127 -1.692 0.1098
H 0.739 -1.191 0.306 0.1940
H -2.436 -0.837 -1.288 0.0780
H 2.086 1.987 1.909 0.0479
H -0.831 1.346 1.208 0.1838
H -0.135 -3.677 -0.908 0.0692
H -3.028 -0.022 0.081 0.1706
H 0.223 -0.612 1.895 0.1141
H -1.429 1.534 -1.261 0.1281
H -0.910 -3.558 -2.155 0.0922
H 0.860 2.626 -0.172 0.1201
H 1.400 1.403 -1.058 0.1328
H 3.332 1.489 0.936 0.1002
```

Calculated total energy in hartree: -345.86119
Charge: +1
ΔE to the lowest compared entry with this formula, charge and spin in kcal/mol: 53.0
LUMO level in hartree: -0.106
HOMO level in eV: -14.71